(1)
Entry from OMol25: C43H56As3CsN6O2S as an isolated structure in a non-equilibrium geometry (ωB97M-V/def2-TZVPD).

Geometry (Å):
Cs (-1.49, -0.97, -0.57)
C (5.45, 8.76, 8.92)
O (4.26, 8.93, 8.16)
C (3.88, 7.91, 7.36)
C (4.57, 6.71, 7.23)
C (4.08, 5.74, 6.37)
C (2.91, 5.94, 5.64)
C (2.24, 7.15, 5.78)
C (2.71, 8.13, 6.62)
C (2.37, 4.93, 4.72)
N (1.37, 5.12, 3.90)
C (1.20, 3.93, 3.25)
C (2.11, 3.00, 3.69)
N (2.87, 3.66, 4.63)
C (2.16, 1.66, 3.21)
C (3.05, 0.68, 3.67)
C (2.98, -0.59, 3.14)
C (2.01, -0.85, 2.17)
N (1.16, 0.06, 1.72)
C (1.22, 1.30, 2.22)
C (0.26, 2.29, 1.71)
N (-0.58, 1.89, 0.75)
C (-1.48, 2.75, 0.31)
C (-1.60, 4.07, 0.79)
C (-0.72, 4.49, 1.76)
C (0.23, 3.59, 2.24)
H (5.57, 9.67, 9.49)
H (6.31, 8.61, 8.28)
H (5.35, 7.91, 9.61)
H (5.48, 6.52, 7.78)
H (4.64, 4.82, 6.28)
H (1.33, 7.31, 5.21)
H (2.19, 9.07, 6.74)
H (3.62, 3.28, 5.18)
H (3.79, 0.91, 4.42)
H (3.65, -1.37, 3.46)
H (1.92, -1.84, 1.74)
H (-2.17, 2.39, -0.45)
H (-2.37, 4.71, 0.39)
H (-0.76, 5.50, 2.16)
C (4.35, -2.36, -0.49)
As (2.54, -2.02, -1.17)
C (2.77, -0.09, -1.45)
C (2.81, -2.50, -3.08)
C (2.65, -3.97, -3.51)
C (3.33, -4.10, -4.88)
C (1.17, -4.35, -3.70)
As (-0.21, -3.67, -2.46)
C (-1.69, -4.63, -3.31)
C (-0.03, -4.89, -0.93)
C (3.34, -4.89, -2.50)
As (3.63, -6.78, -3.03)
C (2.12, -7.64, -2.12)
C (4.94, -7.13, -1.61)
H (4.45, -3.40, -0.19)
H (4.51, -1.73, 0.39)
H (5.12, -2.12, -1.23)
H (3.63, 0.11, -2.08)
H (2.90, 0.39, -0.48)
H (1.87, 0.32, -1.91)
H (3.83, -2.17, -3.32)
H (2.13, -1.87, -3.65)
H (2.95, -3.33, -5.56)
H (3.16, -5.07, -5.33)
H (4.41, -3.96, -4.79)
H (1.07, -5.43, -3.79)
H (0.83, -3.93, -4.66)
H (-1.42, -5.67, -3.49)
H (-1.95, -4.13, -4.24)
H (-2.55, -4.58, -2.65)
H (0.06, -5.93, -1.25)
H (-0.93, -4.80, -0.32)
H (0.83, -4.62, -0.32)
H (2.82, -4.89, -1.54)
H (4.35, -4.51, -2.33)
H (1.20, -7.49, -2.69)
H (1.99, -7.24, -1.11)
H (2.31, -8.71, -2.07)
H (5.88, -6.64, -1.85)
H (5.12, -8.20, -1.54)
H (4.58, -6.77, -0.65)
C (-7.67, -0.15, -4.30)
C (-7.08, -1.24, -3.42)
N (-5.65, -1.44, -3.68)
C (-5.33, -2.41, -4.70)
C (-5.31, -3.83, -4.16)
C (-4.72, -0.74, -2.99)
S (-3.05, -1.09, -3.23)
N (-5.22, 0.25, -2.24)
C (-4.70, 0.65, -1.09)
O (-3.87, 0.06, -0.38)
C (-5.24, 1.98, -0.58)
C (-4.87, 2.42, 0.68)
C (-5.32, 3.64, 1.16)
C (-6.14, 4.44, 0.37)
C (-6.51, 4.00, -0.89)
C (-6.06, 2.77, -1.37)
H (-8.74, -0.04, -4.10)
H (-7.56, -0.39, -5.36)
H (-7.17, 0.80, -4.11)
H (-7.57, -2.19, -3.61)
H (-7.22, -1.00, -2.37)
H (-4.37, -2.15, -5.14)
H (-6.09, -2.32, -5.49)
H (-4.56, -3.91, -3.37)
H (-5.06, -4.55, -4.95)
H (-6.28, -4.12, -3.75)
H (-4.23, 1.78, 1.29)
H (-5.04, 3.97, 2.15)
H (-6.49, 5.39, 0.74)
H (-7.15, 4.62, -1.51)
H (-6.35, 2.42, -2.35)

The calculation puts the HOMO energy at -7.14 eV. Its orbital gap is 7.18 eV. The value obtained for the total energy is -9276.8773 a.u.

Results of the Löwdin charge analysis, in e, for atoms 1 through 2:
1 Cs 0.8311
2 C -0.0820

***

(2)
Entry from OMol25: C34H30AuBr2NO3P2S as an isolated structure in a non-equilibrium geometry (ωB97M-V/def2-TZVPD).

Geometry (Å):
Au (0.73, 0.60, -0.06)
Br (2.93, 0.42, -1.71)
C (3.61, 2.07, -2.49)
Br (2.34, 3.50, -2.18)
H (3.66, 1.95, -3.57)
H (4.48, 2.38, -1.96)
C (-1.34, 2.68, 1.88)
C (-2.32, 2.04, 0.90)
P (-1.44, 1.40, -0.58)
C (-2.29, -0.04, -1.15)
C (-3.66, -0.17, -0.93)
C (-4.22, -1.45, -1.16)
C (-3.56, -2.40, -1.94)
C (-2.22, -2.21, -2.28)
C (-1.56, -1.02, -1.88)
C (-1.73, 2.72, -1.83)
C (-1.21, 3.98, -1.60)
C (-1.33, 4.97, -2.57)
C (-1.91, 4.65, -3.80)
C (-2.34, 3.35, -4.03)
C (-2.31, 2.38, -3.04)
P (0.18, 1.67, 1.99)
C (-0.06, 0.41, 3.24)
C (0.94, -0.57, 3.35)
C (0.95, -1.40, 4.50)
C (0.02, -1.22, 5.53)
C (-1.06, -0.42, 5.30)
C (-1.15, 0.33, 4.12)
C (1.53, 2.65, 2.60)
C (1.89, 2.62, 3.97)
C (3.10, 3.27, 4.34)
C (3.90, 3.87, 3.37)
C (3.53, 3.81, 2.01)
C (2.28, 3.33, 1.62)
H (-1.84, 2.70, 2.86)
H (-1.11, 3.72, 1.60)
H (-2.96, 2.82, 0.52)
H (-2.89, 1.24, 1.37)
H (-4.28, 0.53, -0.38)
H (-5.16, -1.66, -0.69)
H (-4.04, -3.36, -2.12)
H (-1.71, -2.96, -2.91)
H (-0.49, -0.89, -2.03)
H (-0.63, 4.19, -0.67)
H (-0.95, 5.95, -2.36)
H (-1.97, 5.44, -4.57)
H (-2.76, 3.09, -5.01)
H (-2.77, 1.44, -3.21)
H (1.65, -0.82, 2.54)
H (1.70, -2.20, 4.54)
H (0.20, -1.78, 6.45)
H (-1.84, -0.27, 6.06)
H (-2.12, 0.88, 3.92)
H (1.27, 2.18, 4.74)
H (3.47, 3.21, 5.36)
H (4.90, 4.27, 3.65)
H (4.25, 4.08, 1.24)
H (1.82, 3.49, 0.61)
O (2.64, -2.63, -2.49)
C (1.85, -3.33, -1.80)
N (1.03, -2.86, -0.78)
S (0.37, -4.22, -0.07)
O (-1.04, -4.13, 0.10)
O (1.11, -4.55, 1.15)
C (0.81, -5.41, -1.29)
C (0.44, -6.78, -1.51)
C (0.73, -7.33, -2.77)
C (1.55, -6.63, -3.68)
C (2.04, -5.35, -3.39)
C (1.69, -4.75, -2.18)
H (-0.31, -7.26, -0.93)
H (0.45, -8.34, -3.10)
H (1.79, -7.07, -4.66)
H (2.75, -4.80, -4.08)

As for the multiplicity: 3. The calculation puts the HOMO energy (alpha / beta) at -13.40 / -14.16 eV. As for the expectation value of S²: 2.01. Its orbital gap (alpha / beta) is 7.15 / 5.26 eV. The value obtained for the total energy is -7958.0154 a.u. As for the net charge: +2.

Results of the Löwdin charge analysis, in e, for atoms 1 through 2:
1 Au 0.5549
2 Br 0.6770

***

(3)
Entry from OMol25: a 2-piece molecular cluster, C3H3N3O overall in a non-equilibrium geometry (ωB97M-V/def2-TZVPD).

Geometry (Å):
N (1.91, 0.15, 0.38)
C (0.92, -0.44, 0.15)
C (-0.27, -0.94, -0.18)
C (-1.46, -0.61, 0.61)
O (-1.63, 0.43, 1.22)
H (2.82, 0.41, 0.72)
H (-0.33, -1.45, -1.13)
H (-2.26, -1.39, 0.67)
N (0.64, 2.15, -1.03)
N (-0.23, 1.60, -1.43)

The calculation puts the HOMO energy at -8.88 eV. Its orbital gap is 9.77 eV. The value obtained for the total energy is -355.5869 a.u. Its SMILES is N=C=CC=O.N#N.

Results of the Löwdin charge analysis, in e, for atoms 1 through 2:
1 N 0.2425
2 C -0.2131

***

(4)
Entry from OMol25: C4H10NO2S as an isolated structure in a non-equilibrium geometry (ωB97M-V/def2-TZVPD).

Geometry (Å):
C (0.20, -0.43, 0.65)
C (0.41, 0.57, -1.76)
C (0.30, -0.20, 2.12)
C (0.76, 0.50, -0.28)
N (1.56, 1.45, 0.14)
O (-0.41, -2.15, -1.28)
O (-2.51, -0.78, -0.42)
S (-0.57, -1.86, 0.13)
H (-0.65, 0.41, -1.97)
H (0.85, 1.42, -2.20)
H (0.75, -0.37, -2.29)
H (-0.30, 0.66, 2.44)
H (0.08, -1.03, 2.72)
H (1.43, 0.08, 2.41)
H (2.13, 1.98, -0.59)
H (1.97, 1.41, 1.03)
H (-3.02, -1.48, -0.87)
H (-2.98, -0.16, 0.01)

The calculation puts the HOMO energy at -13.52 eV. Its orbital gap is 8.12 eV. The value obtained for the total energy is -761.5258 a.u. As for the net charge: +1.

Results of the Löwdin charge analysis, in e, for atoms 1 through 2:
1 C -0.4679
2 C 0.0070

***

Relative energy (zero: lowest compared OMol25 entry of this formula, charge and spin) list, top to bottom, in kcal/mol: 0.0, 26.1, 33.2, 42.4
Molecular weight list, top to bottom, in Da: 1078.7, 951.4, 97.1, 136.2